Entry 1:
# C18H22FNO5S

A single C18H22FNO5S molecule at a distorted geometry (ωB97M-V/def2-TZVPD, the OMol25 dataset).

Last column: natural (NBO) charge in e.
Positions of all 48 atoms, in Å:
C1 -2.339 -2.503 -3.027  -0.66
O1 4.227 2.690 1.287  -0.54
H1 3.008 -1.628 0.665  0.20
C2 -1.072 -2.683 -0.869  0.47
C3 -2.868 0.805 -0.698  -0.27
C4 -3.447 -2.714 -0.787  -0.16
H2 -2.112 -3.015 2.306  0.22
F1 0.081 -2.583 -1.577  -0.35
H3 2.957 3.668 3.611  0.21
C5 -1.968 0.531 -1.692  0.26
O2 -0.763 0.233 -1.161  -0.42
N1 1.368 -0.389 0.390  -0.61
H4 -2.661 1.303 -3.563  0.27
C6 -3.385 -2.839 0.589  -0.23
C7 -0.885 0.314 0.188  0.16
C8 3.651 0.425 0.848  -0.42
C9 3.808 4.199 3.193  -0.64
H5 2.939 4.300 1.215  0.16
H6 1.353 -0.396 -0.618  0.41
C10 -2.131 0.450 -3.148  -0.68
H7 2.388 -0.790 2.114  0.23
H8 -3.899 1.056 -0.834  0.25
C11 -2.168 0.664 0.518  -0.23
O3 -4.448 -0.845 -2.875  -0.95
H9 -2.543 0.799 1.511  0.25
H10 -0.025 -2.888 0.977  0.24
C12 0.265 0.014 1.059  0.63
C13 -2.161 -2.909 1.235  -0.17
H11 -1.356 -2.464 -3.487  0.26
C14 -2.284 -2.628 -1.548  -0.17
C15 -0.991 -2.836 0.502  -0.31
H12 3.697 5.257 3.414  0.21
O4 -3.270 -1.043 -5.022  -0.94
H13 4.717 3.833 3.664  0.21
H14 3.814 0.599 -0.218  0.20
H15 3.044 1.567 2.574  0.17
C16 3.892 4.002 1.681  -0.05
H16 4.692 4.624 1.270  0.18
C17 2.617 -0.682 1.051  -0.23
H17 2.267 2.085 1.061  0.16
S1 -3.210 -0.984 -3.587  2.16
H18 -4.299 -2.891 1.160  0.22
O5 0.197 0.095 2.272  -0.62
H19 4.601 0.119 1.286  0.22
H20 -4.399 -2.657 -1.290  0.24
H21 -2.926 -3.298 -3.482  0.27
H22 -1.185 0.301 -3.661  0.26
C18 3.213 1.733 1.501  -0.06

Values from the calculation:
**Frontier orbital gap**: 0.3412 hartree
**Highest occupied orbital energy**: -8.764 eV
**F_max**: 1.209 eV/A
**SMILES**: CCOCCCNC(=O)c1ccc(CS(=O)(=O)Cc2ccccc2F)o1
**E**: -1628.09987 Ha
**Total charge**: 0
**Energy relative to the best compared isomer or geometry (same formula, charge and spin)**: 132.0 kJ/mol

Entry 2:
# C4H10O2

2 unconnected molecules or ions with the total composition C4H10O2 at a distorted geometry (ωB97M-V/def2-TZVPD, the OMol25 dataset).

Last column: natural (NBO) charge in e.
Positions of all 16 atoms, in Å:
H1 -3.033 0.412 -1.164  0.21
O1 0.903 0.393 -1.276  -0.71
H2 0.405 -0.194 -1.844  0.49
C1 -2.259 0.619 -0.419  -0.70
C2 1.155 -0.154 -0.048  0.58
H3 1.557 -2.049 0.660  0.50
H4 -1.780 -0.936 1.306  0.17
H5 2.547 1.404 0.140  0.23
H6 2.776 -0.034 1.115  0.22
H7 -2.802 1.291 0.278  0.22
C3 2.033 0.646 0.789  -0.72
H8 1.596 1.252 1.576  0.24
O2 1.320 -1.539 -0.118  -0.75
H9 -1.438 -1.554 -0.303  0.17
H10 -1.362 1.053 -0.936  0.23
C4 -1.619 -0.611 0.243  -0.38

Values from the calculation:
**Frontier orbital gap (alpha / beta)**: 0.3072 / 0.2742 hartree
**Highest occupied orbital energy (alpha / beta)**: -7.675 / -6.627 eV
**F_max**: 2.679 eV/A
**E**: -308.73104 Ha
**Total charge**: 0
**Energy relative to the best compared isomer or geometry (same formula, charge and spin)**: 438.8 kJ/mol

Q: What is the energy relative to the best compared isomer or geometry (same formula, charge and spin) in the first record?
A: 132.0 kJ/mol

Q: Among the records above, which one has the lowest energy relative to the best compared isomer or geometry (same formula, charge and spin)?
A: C18H22FNO5S

Repeat the first record exactly.
# C18H22FNO5S

A single C18H22FNO5S molecule at a distorted geometry (ωB97M-V/def2-TZVPD, the OMol25 dataset).

Last column: natural (NBO) charge in e.
Positions of all 48 atoms, in Å:
C1 -2.339 -2.503 -3.027  -0.66
O1 4.227 2.690 1.287  -0.54
H1 3.008 -1.628 0.665  0.20
C2 -1.072 -2.683 -0.869  0.47
C3 -2.868 0.805 -0.698  -0.27
C4 -3.447 -2.714 -0.787  -0.16
H2 -2.112 -3.015 2.306  0.22
F1 0.081 -2.583 -1.577  -0.35
H3 2.957 3.668 3.611  0.21
C5 -1.968 0.531 -1.692  0.26
O2 -0.763 0.233 -1.161  -0.42
N1 1.368 -0.389 0.390  -0.61
H4 -2.661 1.303 -3.563  0.27
C6 -3.385 -2.839 0.589  -0.23
C7 -0.885 0.314 0.188  0.16
C8 3.651 0.425 0.848  -0.42
C9 3.808 4.199 3.193  -0.64
H5 2.939 4.300 1.215  0.16
H6 1.353 -0.396 -0.618  0.41
C10 -2.131 0.450 -3.148  -0.68
H7 2.388 -0.790 2.114  0.23
H8 -3.899 1.056 -0.834  0.25
C11 -2.168 0.664 0.518  -0.23
O3 -4.448 -0.845 -2.875  -0.95
H9 -2.543 0.799 1.511  0.25
H10 -0.025 -2.888 0.977  0.24
C12 0.265 0.014 1.059  0.63
C13 -2.161 -2.909 1.235  -0.17
H11 -1.356 -2.464 -3.487  0.26
C14 -2.284 -2.628 -1.548  -0.17
C15 -0.991 -2.836 0.502  -0.31
H12 3.697 5.257 3.414  0.21
O4 -3.270 -1.043 -5.022  -0.94
H13 4.717 3.833 3.664  0.21
H14 3.814 0.599 -0.218  0.20
H15 3.044 1.567 2.574  0.17
C16 3.892 4.002 1.681  -0.05
H16 4.692 4.624 1.270  0.18
C17 2.617 -0.682 1.051  -0.23
H17 2.267 2.085 1.061  0.16
S1 -3.210 -0.984 -3.587  2.16
H18 -4.299 -2.891 1.160  0.22
O5 0.197 0.095 2.272  -0.62
H19 4.601 0.119 1.286  0.22
H20 -4.399 -2.657 -1.290  0.24
H21 -2.926 -3.298 -3.482  0.27
H22 -1.185 0.301 -3.661  0.26
C18 3.213 1.733 1.501  -0.06

Values from the calculation:
**Frontier orbital gap**: 0.3412 hartree
**Highest occupied orbital energy**: -8.764 eV
**F_max**: 1.209 eV/A
**SMILES**: CCOCCCNC(=O)c1ccc(CS(=O)(=O)Cc2ccccc2F)o1
**E**: -1628.09987 Ha
**Total charge**: 0
**Energy relative to the best compared isomer or geometry (same formula, charge and spin)**: 132.0 kJ/mol

Q: What is the total charge in the first record?
A: 0